Entry 1:
Computed, not measured: a 8-piece molecular cluster, C46H89N2O22 overall at a distorted geometry, with ωB97M-V/def2-TZVPD.

Charge: +1
Kohn-Sham gap in eV: 6.67

Element x y z (Å)
C  -5.7345  -0.8886  -3.3346
C  -6.3280  -2.4149  -3.2040
C  -5.2371  -3.5168  -3.7634
C  -4.8142  -3.2875  -5.3434
C  -3.2797  -2.6544  -5.4849
C  -3.2427  -1.1607  -6.1595
C  -2.6878  0.0324  -5.1820
C  -1.3493  -0.3438  -4.3136
C  -0.9911  0.9884  -3.3966
C  -1.6193  0.8873  -1.8494
C  -2.9046  1.9030  -1.8263
N  -3.4983  2.1068  -0.4099
C  -4.9079  2.6112  -0.4471
C  -5.6074  2.9099  1.0435
C  -4.5653  2.5821  2.2671
C  -3.0740  1.9929  1.9845
C  -1.9851  1.6396  3.1970
C  -1.2506  0.1848  3.0163
C  0.1419  0.3085  2.1343
O  -0.8528  -0.2584  4.3903
N  -2.6356  1.7924  0.5825
H  -4.5588  -0.9727  -3.1463
H  -5.8418  -0.4198  -4.4189
H  -6.1849  -0.1474  -2.5363
H  -7.3265  -2.4930  -3.8103
H  -6.4786  -2.6274  -2.0403
H  -4.3127  -3.4709  -3.0248
H  -5.7270  -4.5786  -3.5971
H  -5.5967  -2.6752  -5.9671
H  -4.7459  -4.3685  -5.8295
H  -2.6696  -3.3689  -6.2181
H  -2.8065  -2.7329  -4.4173
H  -2.6531  -1.1210  -7.1720
H  -4.3723  -0.8791  -6.4236
H  -2.3903  0.9619  -5.8695
H  -3.5492  0.4326  -4.4804
H  -0.3917  -0.5649  -4.9858
H  -1.4754  -1.2331  -3.5617
H  0.1916  1.0847  -3.2854
H  -1.4308  1.9443  -3.9598
H  -0.7282  1.2008  -1.1429
H  -1.9002  -0.2447  -1.6097
H  -3.7600  1.4543  -2.5265
H  -2.6399  2.9533  -2.2695
H  -5.4964  2.8160  -1.4648
H  -6.6945  3.3221  1.1800
H  -4.8794  2.7684  3.3936
H  -2.5753  1.6516  4.2102
H  -1.1347  2.4759  3.1508
H  -1.9768  -0.6482  2.6016
H  0.9153  -0.4726  2.5384
H  0.5851  1.3787  2.3361
H  -0.0707  0.2121  0.9699
H  -0.6421  0.6208  4.8547
C  6.6980  0.0373  2.7710
C  5.9933  0.9113  3.7940
O  4.6691  0.4265  4.0540
C  4.5896  -0.6522  4.8738
O  5.5302  -1.2254  5.3998
O  3.2831  -1.0013  4.9833
C  3.0670  -2.1873  5.7436
H  6.0919  -0.0599  1.8648
H  7.6707  0.4597  2.5054
H  6.8571  -0.9749  3.1559
H  5.8867  1.9244  3.3917
H  6.5685  0.9925  4.7235
H  3.5434  -2.1239  6.7275
H  3.4375  -3.0560  5.1900
H  1.9898  -2.3049  5.8912
C  -4.2889  -5.7167  -0.7348
C  -4.9433  -6.6689  -1.7207
O  -4.6825  -8.0327  -1.3631
C  -5.4300  -8.5250  -0.3427
O  -6.2894  -7.9179  0.2759
O  -5.0345  -9.8018  -0.1101
C  -5.6766  -10.4074  1.0090
H  -3.2213  -5.9372  -0.6372
H  -4.4103  -4.6798  -1.0592
H  -4.7258  -5.8170  0.2638
H  -4.5105  -6.5135  -2.7148
H  -6.0208  -6.4872  -1.8062
H  -6.7665  -10.3390  0.9298
H  -5.3263  -9.9410  1.9353
H  -5.3999  -11.4653  1.0282
C  2.8252  5.8505  -2.4561
C  2.1205  6.7245  -1.4331
O  0.7964  6.2397  -1.1732
C  0.7169  5.1610  -0.3533
O  1.6574  4.5878  0.1727
O  -0.5896  4.8119  -0.2438
C  -0.8058  3.6259  0.5165
H  2.2192  5.7533  -3.3623
H  3.7979  6.2729  -2.7217
H  2.9844  4.8383  -2.0712
H  2.0139  7.7376  -1.8355
H  2.6958  6.8057  -0.5036
H  -0.3294  3.6893  1.5003
H  -0.4353  2.7573  -0.0371
H  -1.8830  3.5083  0.6641
C  -12.1840  -6.0086  -3.4085
C  -11.9311  -5.2703  -2.1053
O  -11.5226  -6.1795  -1.0746
C  -10.2294  -6.5879  -1.1310
O  -9.4046  -6.2476  -1.9639
O  -10.0209  -7.4643  -0.1166
C  -8.7207  -8.0483  -0.1198
H  -12.8924  -6.8287  -3.2553
H  -12.5833  -5.3299  -4.1667
H  -11.2629  -6.4540  -3.7976
H  -12.8632  -4.8053  -1.7667
H  -11.1966  -4.4665  -2.2302
H  -7.9386  -7.2825  -0.1481
H  -8.6230  -8.7322  -0.9689
H  -8.6042  -8.6235  0.8030
C  8.1627  7.8205  5.5818
C  7.5083  6.8683  4.5958
O  7.7691  5.5045  4.9535
C  7.0215  5.0122  5.9738
O  6.1622  5.6193  6.5925
O  7.4171  3.7354  6.2064
C  6.7750  3.1298  7.3255
H  9.2303  7.6001  5.6794
H  8.0413  8.8574  5.2573
H  7.7257  7.7202  6.5803
H  7.9411  7.0237  3.6017
H  6.4308  7.0501  4.5103
H  5.6851  3.1982  7.2463
H  7.1253  3.5962  8.2518
H  7.0517  2.0719  7.3447
C  10.2374  1.9826  4.7687
C  10.4902  2.7209  6.0719
O  10.8988  1.8117  7.1026
C  12.1920  1.4033  7.0461
O  13.0168  1.7436  6.2132
O  12.4004  0.5269  8.0606
C  13.7006  -0.0571  8.0574
H  9.5289  1.1625  4.9219
H  9.8380  2.6613  4.0105
H  11.1584  1.5372  4.3795
H  9.5582  3.1859  6.4105
H  11.2248  3.5247  5.9470
H  14.4827  0.7087  8.0291
H  13.7984  -0.7410  7.2083
H  13.8171  -0.6323  8.9802
C  0.9025  4.6114  -6.2401
C  1.4348  3.2617  -5.7904
O  1.2110  2.2641  -6.7957
C  2.0691  2.2878  -7.8471
O  2.9966  3.0663  -7.9997
O  1.6975  1.3131  -8.7146
C  2.4616  1.2925  -9.9176
H  -0.1477  4.5314  -6.5378
H  0.9901  5.3489  -5.4379
H  1.4512  4.9846  -7.1106
H  0.8910  2.9384  -4.8963
H  2.4960  3.3132  -5.5212
H  3.5354  1.2477  -9.7083
H  2.2224  2.1716  -10.5245
H  2.1844  0.3973  -10.4811

Mulliken population analysis, charges in e, atoms 1 to 2: C -0.1682; C -0.7142

---

Entry 2:
Computed, not measured: a 5-piece molecular cluster, C2H14O5 overall at a distorted geometry, with ωB97M-V/def2-TZVPD.

⟨S²⟩: 0.750
Energy relative to the best compared isomer or geometry (same formula, charge and spin) in kJ/mol: 59.1
Charge: -1
Kohn-Sham gap (spin up / spin down) in eV: 2.40 / 10.60
2S+1: 2

Element x y z (Å)
C  1.5327  0.1044  1.0647
O  0.2797  0.2445  0.2865
C  2.7380  0.6884  0.3135
H  1.5736  0.7004  1.9349
H  1.6318  -0.9349  1.4108
H  0.5962  0.8052  -0.4847
H  2.6978  1.7434  0.4980
H  3.5874  0.3440  0.8350
H  2.6958  0.3771  -0.7125
H  -0.5849  -1.3035  1.7376
H  0.0756  -1.4264  2.9563
O  -0.8149  -1.5354  2.6268
H  -1.9203  1.1228  -0.8310
H  -1.4948  0.3365  -2.1237
O  -1.5883  1.2192  -1.8091
H  -2.2970  0.2074  2.2408
H  -3.5627  0.8625  1.5080
O  -2.6151  0.7283  1.4529
H  0.7293  -0.5081  -4.2066
H  0.2176  -1.7358  -3.5436
O  1.0423  -1.3250  -3.7431

natural (NBO) population analysis, charges in e, atoms 1 to 2: C -0.1946; O -0.7683

---

Entry 3:
Computed, not measured: C4H30NO13 as an isolated structure at a distorted geometry, with ωB97M-V/def2-TZVPD.

Energy relative to the best compared isomer or geometry (same formula, charge and spin) in kJ/mol: 0.0
Charge: -1
Kohn-Sham gap in eV: 9.90

Element x y z (Å)
O  -2.1366  1.1257  1.9808
C  -1.3752  1.6198  1.1625
N  -1.7391  1.7406  -0.1631
C  -0.7483  1.7182  -1.2491
O  -0.2466  0.4263  -1.4303
C  -0.0319  2.1986  1.5146
C  0.1443  2.3867  3.0158
H  -2.4751  1.0930  -0.3912
H  0.0414  2.4275  -1.0473
H  -1.2812  1.9968  -2.1569
H  0.7918  1.5505  1.2204
H  0.1298  3.0997  0.9282
H  -0.5893  3.1293  3.3547
H  1.1240  2.7604  3.2888
H  -0.1146  1.5062  3.5928
H  3.0301  1.9173  -2.0530
H  4.2452  0.9239  -1.9203
O  3.8133  1.5836  -2.4976
H  -2.5143  -1.4974  -2.6539
H  -1.3939  -0.8175  -1.8201
O  -1.8459  -1.6892  -1.9911
H  0.0062  -0.3687  3.6615
H  0.0365  -0.8708  2.2268
O  -0.0706  -1.1750  3.1512
H  -1.0047  -2.1333  1.0475
H  -1.5653  -2.6225  2.3739
O  -1.7171  -2.6762  1.4159
H  3.9754  0.4570  0.1284
H  4.6594  -0.8576  -0.2141
O  4.7524  0.0899  -0.3162
H  -1.9236  -4.2344  0.4820
H  -2.6710  -4.0009  -0.7662
O  -2.2786  -4.7383  -0.2837
H  0.9857  1.5761  -3.1620
H  1.7967  2.4888  -3.9702
O  0.9278  2.4497  -3.5438
H  -3.2564  -0.0447  1.1000
H  -3.4414  -1.6066  0.8830
O  -3.7946  -0.7392  0.6793
H  2.3828  -0.6152  2.3073
H  1.7964  -0.1770  1.0777
O  2.6242  0.0085  1.6051
H  0.0593  -0.1839  -0.4154
H  0.8329  -1.7632  -0.0068
O  0.4168  -0.9993  0.4161
H  1.7008  -0.8089  -3.1900
H  1.1468  -0.8217  -1.8465
O  1.8405  -1.2838  -2.3694

natural (NBO) population analysis, charges in e, atoms 1 to 2: O -0.6410; C 0.7052

---

Entry 4:
Computed, not measured: a 2-piece molecular cluster, CHClN2O3 overall at a distorted geometry, with ωB97M-V/def2-TZVPD.

Energy relative to the best compared isomer or geometry (same formula, charge and spin) in kJ/mol: 111.1
Charge: 0
Kohn-Sham gap in eV: 9.30
SMILES string: O=[N+]([O-])C#[N+][O-].Cl

Element x y z (Å)
O  0.5525  0.6053  1.6333
N  0.8778  1.0273  0.5289
O  1.6125  1.9438  0.2896
C  0.6169  0.1626  -0.5507
N  -0.0462  -0.1986  -1.4548
O  -0.4557  -0.6922  -2.4248
Cl  -1.9206  -1.4454  0.4419
H  -1.2373  -1.4027  1.5366

natural (NBO) population analysis, charges in e, atoms 1 to 2: O -0.3475; N 0.4861